(1)
Density functional theory data (ωB97M-V/def2-TZVPD) for a 5-piece molecular cluster, C23H33BCl8F3NO5 overall.

Last column: Löwdin charge in e.
Cartesian coordinates (Å):
C 2.29 3.50 2.23  -0.082
C 2.33 2.05 2.72  -0.259
N 2.26 1.09 1.61  0.018
C 0.97 0.52 1.46  -0.139
C 0.20 0.76 0.40  -0.015
C 0.73 1.68 -0.68  -0.088
C -0.22 2.38 -1.65  -0.144
O 0.04 2.03 -3.02  -0.079
C -0.56 0.85 -3.42  -0.490
O -0.01 -0.20 -3.29  0.123
C -1.93 1.03 -4.02  -0.150
C -2.21 2.46 -4.50  -0.078
C -1.12 0.06 0.33  -0.240
O -1.77 0.05 -0.70  0.101
C -1.65 -0.70 1.51  0.059
B -3.19 -1.12 1.45  -0.415
O -4.09 -0.13 1.09  0.130
C -3.76 -2.53 1.82  -0.127
C -4.06 -3.41 0.57  -0.095
C -0.84 -0.95 2.55  -0.091
C -1.19 -1.73 3.78  -0.097
C -0.70 -3.22 3.78  -0.079
C 0.01 -3.65 2.54  -0.213
F 1.36 -3.48 2.54  0.070
C -0.53 -4.06 1.40  -0.301
F -1.53 -4.92 1.30  0.141
F -0.11 -3.70 0.19  0.155
C 0.55 -0.42 2.54  -0.262
O 1.35 -0.77 3.39  0.115
H 2.22 4.16 3.10  0.074
H 3.21 3.76 1.70  0.074
H 1.42 3.69 1.61  0.063
H 1.52 1.92 3.45  0.115
H 3.26 1.93 3.28  0.080
H 2.92 0.34 1.76  0.081
H 1.30 2.45 -0.17  0.086
H 1.45 1.10 -1.25  0.060
H -1.28 2.28 -1.41  0.122
H 0.01 3.45 -1.62  0.121
H -2.64 0.81 -3.22  0.068
H -2.03 0.31 -4.83  0.122
H -2.20 3.15 -3.66  0.072
H -1.46 2.79 -5.21  0.080
H -3.20 2.50 -4.96  0.076
H -4.14 0.01 0.14  0.054
H -4.71 -2.37 2.33  0.113
H -3.14 -3.11 2.51  0.068
H -3.35 -3.28 -0.25  0.061
H -4.00 -4.45 0.87  0.068
H -5.08 -3.25 0.22  0.065
H -0.64 -1.27 4.61  0.117
H -2.25 -1.67 4.02  0.116
H -1.54 -3.89 3.94  0.120
H 0.00 -3.34 4.61  0.122
C 2.91 3.83 -3.84  -1.058
Cl 3.35 5.07 -5.02  0.508
Cl 3.22 4.34 -2.18  0.510
H 1.85 3.61 -3.94  0.009
H 3.49 2.94 -4.04  -0.045
C -4.23 -1.82 -3.02  -1.004
Cl -5.33 -3.19 -2.93  0.537
Cl -5.00 -0.33 -2.44  0.562
H -3.36 -2.02 -2.40  0.018
H -3.94 -1.67 -4.05  0.025
C 4.83 0.05 -2.97  -0.984
Cl 3.18 0.70 -2.97  0.631
Cl 5.17 -0.91 -1.53  0.513
H 4.95 -0.57 -3.84  0.027
H 5.53 0.89 -2.99  0.029
C 4.94 -0.61 3.69  -1.007
Cl 5.62 0.58 2.55  0.526
Cl 5.20 -0.12 5.37  0.514
H 3.88 -0.69 3.52  -0.006
H 5.44 -1.55 3.52  0.027

Output
HOMO-LUMO gap (Eh): 0.284
HOMO (eV): -9.23
Maximum force (hartree/bohr): 0.0212



(2)
Density functional theory data (ωB97M-V/def2-TZVPD) for C23H33BrNNbO3P as an isolated structure.

Last column: Löwdin charge in e.
Cartesian coordinates (Å):
C 6.44 -2.50 0.19  -0.138
C 5.58 -1.82 -0.87  -0.439
C 4.65 -0.74 -0.31  -0.882
Br 5.71 0.86 0.12  0.530
Nb 2.86 -0.13 -1.60  1.170
C 1.80 1.29 -0.17  -0.372
C 2.43 2.62 -0.08  -0.417
N 2.60 3.20 1.03  0.056
P 1.22 -1.89 -0.46  0.298
O 0.15 -2.26 -1.41  -0.422
O 1.96 -3.24 0.05  -0.242
O 0.44 -1.35 0.85  -0.236
H 6.84 -1.78 0.89  0.043
H 5.83 -3.21 0.75  0.065
H 7.25 -3.06 -0.26  0.060
H 6.22 -1.35 -1.60  0.077
H 4.97 -2.57 -1.36  0.063
H 4.29 -1.09 0.65  0.013
H 3.21 -1.54 -2.70  -0.097
H 1.53 0.12 -2.84  -0.128
H 3.75 1.16 -2.51  -0.133
H 1.78 0.86 0.83  0.027
H 0.77 1.38 -0.49  0.016
H 2.76 3.08 -1.01  0.074
H 3.06 4.09 0.89  0.025
H 1.39 -3.97 -0.22  0.049
H 1.05 -1.22 1.59  0.048
C -0.62 -3.13 -4.60  -0.077
C -0.69 -4.18 -3.69  -0.084
C -1.14 -5.42 -4.10  -0.102
C -1.53 -5.63 -5.42  -0.121
C -1.46 -4.58 -6.33  -0.120
C -1.01 -3.33 -5.91  -0.103
H -0.26 -2.17 -4.26  0.099
H -0.37 -4.00 -2.67  0.066
H -1.20 -6.24 -3.39  0.092
H -1.89 -6.60 -5.74  0.090
H -1.77 -4.73 -7.35  0.090
H -0.95 -2.52 -6.62  0.094
C -4.09 1.58 1.71  -0.119
C -2.98 1.97 0.97  -0.104
C -2.24 1.02 0.28  -0.076
C -2.60 -0.32 0.33  -0.077
C -3.71 -0.70 1.06  -0.093
C -4.45 0.24 1.76  -0.110
H -4.66 2.32 2.26  0.090
H -2.69 3.01 0.93  0.097
H -1.37 1.32 -0.29  0.087
H -2.01 -1.05 -0.21  0.087
H -4.00 -1.75 1.10  0.098
H -5.31 -0.06 2.34  0.092
C -3.86 5.95 5.52  -0.108
C -2.76 6.34 4.78  -0.104
C -2.02 5.39 4.09  -0.091
C -2.40 4.05 4.13  -0.092
C -3.50 3.67 4.87  -0.101
C -4.24 4.62 5.57  -0.103
H -4.43 6.69 6.07  0.095
H -2.46 7.38 4.75  0.096
H -1.15 5.68 3.51  0.103
H -1.83 3.31 3.58  0.102
H -3.80 2.62 4.90  0.100
H -5.10 4.31 6.15  0.096

Output
HOMO-LUMO gap (Eh): 0.260
Energy above the lowest of the compared OMol25 structures with the same formula, charge and spin (kJ/mol): 49.94
HOMO (eV): -5.39
Maximum force (hartree/bohr): 0.0579
Net charge: -1



(3)
Density functional theory data (ωB97M-V/def2-TZVPD) for a 5-piece molecular cluster, C23H33ClF12N2O9 overall.

Last column: Löwdin charge in e.
Cartesian coordinates (Å):
C -2.95 -2.13 6.74  -0.099
C -3.08 -1.26 5.48  -0.266
C -4.33 -0.36 5.42  -0.603
Cl -3.96 1.27 6.12  0.623
C -5.62 -0.96 6.02  -0.584
N -5.69 -0.90 7.48  0.101
C -5.87 -2.33 5.33  -0.126
C -7.28 -2.66 5.91  -0.062
C -7.89 -1.22 5.94  -0.469
O -8.98 -0.98 6.21  0.166
N -6.86 -0.24 5.63  0.089
H -2.01 -2.68 6.66  0.067
H -2.84 -1.50 7.63  0.075
H -3.77 -2.83 6.90  0.063
H -2.22 -0.58 5.50  0.075
H -2.94 -1.86 4.58  0.112
H -4.55 -0.20 4.35  0.102
H -4.79 -0.68 7.88  0.050
H -6.26 -0.10 7.72  0.089
H -5.09 -3.08 5.31  0.105
H -6.10 -2.05 4.29  0.119
H -7.76 -3.33 5.19  0.113
H -7.07 -3.10 6.89  0.112
H -6.87 -0.05 4.63  0.131
C 1.51 -3.25 2.76  -0.058
C 2.19 -3.26 4.11  -0.194
O 2.41 -1.92 4.60  0.038
C 1.37 -1.34 5.19  -0.387
O 0.29 -1.82 5.34  0.164
C 1.77 0.05 5.69  -0.529
F 2.48 0.73 4.77  0.157
F 2.53 -0.03 6.80  0.166
F 0.70 0.79 6.00  0.166
H 2.08 -2.64 2.06  0.085
H 1.42 -4.26 2.37  0.084
H 0.51 -2.81 2.83  0.076
H 3.18 -3.72 4.03  0.126
H 1.63 -3.85 4.84  0.125
C 3.71 4.19 3.35  -0.057
C 2.20 4.18 3.27  -0.193
O 1.74 4.75 2.03  0.035
C 1.75 3.94 0.98  -0.395
O 2.11 2.80 0.97  0.172
C 1.19 4.67 -0.25  -0.520
F 1.69 5.91 -0.37  0.166
F -0.14 4.79 -0.17  0.164
F 1.47 4.02 -1.38  0.137
H 4.09 5.20 3.19  0.083
H 4.05 3.83 4.32  0.083
H 4.15 3.56 2.57  0.079
H 1.78 4.79 4.06  0.127
H 1.80 3.17 3.40  0.116
C 0.39 3.23 -3.80  -0.061
C 0.76 3.73 -5.18  -0.185
O 1.62 2.79 -5.86  0.035
C 1.02 1.77 -6.44  -0.397
O -0.16 1.56 -6.46  0.176
C 2.05 0.89 -7.15  -0.530
F 3.14 0.66 -6.39  0.163
F 2.49 1.47 -8.29  0.153
F 1.56 -0.31 -7.49  0.164
H 1.28 3.00 -3.23  0.069
H -0.19 3.98 -3.27  0.081
H -0.20 2.32 -3.86  0.085
H 1.33 4.66 -5.10  0.127
H -0.12 3.94 -5.78  0.126
C 4.23 -0.29 -11.25  -0.055
C 3.88 -1.17 -10.07  -0.193
O 3.27 -2.40 -10.52  0.037
C 4.10 -3.35 -10.92  -0.396
O 5.30 -3.27 -10.94  0.171
C 3.31 -4.60 -11.32  -0.534
F 2.24 -4.30 -12.07  0.161
F 2.86 -5.25 -10.22  0.162
F 4.06 -5.46 -12.01  0.168
H 3.36 -0.12 -11.87  0.085
H 4.62 0.67 -10.90  0.083
H 4.99 -0.76 -11.88  0.078
H 3.14 -0.67 -9.44  0.096
H 4.75 -1.38 -9.44  0.130

Output
HOMO-LUMO gap (Eh): 0.372
Energy above the lowest of the compared OMol25 structures with the same formula, charge and spin (kJ/mol): 65.56
HOMO (eV): -9.78
Maximum force (hartree/bohr): 0.0929



(4)
Density functional theory data (ωB97M-V/def2-TZVPD) for C23H33LuNOP2 as an isolated structure.

Last column: Löwdin charge in e.
Cartesian coordinates (Å):
C -1.49 3.12 -3.83  -0.097
C -1.28 1.81 -3.36  -0.244
C 0.06 1.38 -3.19  -0.221
C 1.15 2.21 -3.59  -0.216
C 0.88 3.54 -4.02  -0.035
C -0.43 3.98 -4.12  -0.096
C 2.43 1.71 -3.38  -0.102
C 2.62 0.32 -3.32  -0.187
C 1.50 -0.50 -2.97  -0.229
C 1.53 -1.91 -3.21  -0.253
C 2.75 -2.46 -3.63  -0.102
C 3.89 -1.67 -3.85  -0.092
C 3.84 -0.29 -3.69  -0.034
H -2.52 3.48 -3.95  0.102
H 1.71 4.22 -4.18  0.111
H -0.65 5.00 -4.43  0.106
H 3.29 2.38 -3.43  0.113
H 2.79 -3.55 -3.79  0.104
H 4.81 -2.18 -4.15  0.107
H 4.72 0.32 -3.91  0.113
N 0.40 0.22 -2.50  -0.168
Lu -0.34 -0.34 -0.54  1.374
C -2.51 1.00 -2.91  -0.279
H -2.53 0.00 -3.38  0.093
H -3.45 1.53 -3.17  0.092
C 0.36 -2.87 -2.94  -0.283
H -0.55 -2.60 -3.52  0.093
H 0.64 -3.89 -3.25  0.092
P -2.60 0.85 -1.06  0.731
P -0.01 -2.91 -1.12  0.747
C 1.37 -3.89 -0.47  -0.243
H 1.40 -3.82 0.62  0.027
H 1.32 -4.94 -0.74  0.064
H 2.32 -3.48 -0.82  0.058
C -1.55 -3.81 -0.86  -0.279
H -1.44 -4.88 -1.04  0.054
H -1.87 -3.67 0.18  0.034
H -2.36 -3.42 -1.48  0.042
C -2.92 2.52 -0.47  -0.239
H -3.91 2.84 -0.83  0.063
H -2.90 2.52 0.63  0.038
H -2.14 3.22 -0.81  0.062
C -4.00 -0.22 -0.65  -0.267
H -3.99 -0.40 0.44  0.039
H -4.90 0.32 -0.95  0.059
H -3.91 -1.20 -1.17  0.044
H 2.39 2.94 -1.33  0.051
H 2.12 2.52 -0.78  0.041
C -0.93 0.06 3.80  -0.119
C -0.25 -1.33 3.79  -0.123
C 0.30 -1.57 2.39  -0.118
O -0.21 -0.41 1.58  -0.416
C -1.07 0.52 2.35  -0.155
H -1.89 0.12 4.32  0.126
H -0.25 0.77 4.25  0.117
H -0.90 -2.16 4.06  0.119
H 0.58 -1.33 4.50  0.120
H 1.40 -1.56 2.30  0.136
H -0.07 -2.49 1.90  0.095
H -2.09 0.48 1.94  0.096
H -0.69 1.55 2.19  0.134

Output
HOMO-LUMO gap (spin up / spin down) (Eh): 0.134 / 0.135
Energy above the lowest of the compared OMol25 structures with the same formula, charge and spin (kJ/mol): 89.48
HOMO (spin up / spin down) (eV): -6.97 / -6.97
Maximum force (hartree/bohr): 0.0610
Net charge: +1



(5)
Density functional theory data (ωB97M-V/def2-TZVPD) for an isolated ion of composition C23H33N4O4 and charge +1.

Last column: Löwdin charge in e.
Cartesian coordinates (Å):
C 4.15 -0.55 1.90  -0.076
H 4.02 0.49 2.17  0.084
H 4.50 -0.59 0.87  0.083
C 2.83 -1.30 2.05  -0.222
C 3.03 -2.77 1.70  -0.127
H 3.60 -2.82 0.78  0.126
N 1.78 -3.54 1.47  -0.101
C 2.10 -4.93 1.02  -0.137
C 2.92 -5.02 -0.26  -0.234
C 2.89 -6.44 -0.80  -0.085
H 3.28 -7.14 -0.07  0.081
H 3.49 -6.51 -1.70  0.083
H 1.87 -6.74 -1.06  0.080
H 2.50 -4.34 -1.01  0.098
H 3.96 -4.74 -0.09  0.113
H 1.15 -5.44 0.84  0.136
H 2.62 -5.44 1.84  0.147
C 0.89 -3.61 2.66  -0.106
H 1.53 -3.68 3.54  0.142
C -0.12 -2.48 2.88  -0.137
H -0.55 -2.64 3.86  0.130
H 0.37 -1.51 2.89  0.094
C -1.27 -2.44 1.86  -0.162
N -0.82 -1.97 0.57  0.034
C -0.44 -0.70 0.29  -0.189
C -0.86 0.40 1.06  0.013
C -0.54 1.69 0.72  0.016
C 0.24 1.96 -0.41  -0.142
C 0.72 0.91 -1.16  0.082
C 0.40 -0.41 -0.82  -0.095
N 1.04 -1.43 -1.56  -0.303
O 1.09 -2.57 -1.05  -0.024
O 1.57 -1.17 -2.61  0.146
H 1.37 1.09 -2.00  0.142
C 0.73 3.35 -0.72  -0.441
O 1.91 3.55 -0.95  0.095
N -0.18 4.35 -0.68  0.149
C -1.58 4.26 -0.57  -0.254
C -2.27 3.24 -1.22  0.029
C -3.65 3.14 -1.08  -0.263
C -4.33 4.09 -0.30  -0.002
C -3.64 5.11 0.30  -0.066
C -2.26 5.21 0.18  -0.031
H -1.72 6.01 0.66  0.114
H -4.17 5.85 0.88  0.111
H -5.40 4.00 -0.21  0.120
O -4.41 2.17 -1.65  -0.070
C -3.80 1.24 -2.49  -0.076
H -3.32 1.72 -3.36  0.102
H -3.05 0.64 -1.96  0.085
H -4.60 0.59 -2.84  0.098
H -1.72 2.56 -1.85  0.111
H 0.21 5.28 -0.74  0.168
H -0.88 2.50 1.34  0.136
H -1.48 0.23 1.93  0.115
H -0.61 -2.67 -0.12  0.126
H -1.70 -3.44 1.72  0.133
H -2.07 -1.80 2.24  0.119
H 0.32 -4.54 2.60  0.131
H 1.30 -3.09 0.66  0.124
H 3.60 -3.27 2.49  0.150
H 2.49 -1.19 3.08  0.113
H 2.09 -0.85 1.39  0.101
H 4.92 -0.97 2.54  0.083

Output
HOMO-LUMO gap (Eh): 0.248
Energy above the lowest of the compared OMol25 structures with the same formula, charge and spin (kJ/mol): 16.20
HOMO (eV): -10.55
Maximum force (hartree/bohr): 0.0293
Net charge: +1



(6)
Density functional theory data (ωB97M-V/def2-TZVPD) for an isolated molecule of C23H33N5O2.

Last column: Löwdin charge in e.
Cartesian coordinates (Å):
C -2.47 -1.05 2.24  -0.080
H -2.15 -1.95 2.75  0.065
H -1.68 -0.31 2.32  0.055
H -3.36 -0.66 2.74  0.072
C -2.79 -1.35 0.78  -0.251
N -3.37 -0.20 0.11  -0.189
C -2.40 0.84 -0.23  -0.166
H -1.51 0.71 0.37  0.099
C -2.99 2.23 0.03  -0.328
C -3.25 2.44 1.51  -0.061
H -3.67 3.43 1.70  0.076
H -3.95 1.69 1.86  0.070
H -2.33 2.33 2.09  0.073
C -2.07 3.32 -0.55  -0.147
N -0.73 3.29 0.00  0.085
C 0.33 2.85 -0.70  -0.498
O 0.28 2.53 -1.87  0.062
C 1.64 2.82 0.08  -0.029
H 1.46 2.80 1.15  0.120
H 2.22 3.70 -0.18  0.138
C 2.40 1.56 -0.36  -0.192
N 3.76 1.55 0.12  -0.059
C 4.88 1.89 -0.57  -0.184
N 5.95 1.79 0.16  0.057
C 5.53 1.39 1.38  -0.149
C 4.17 1.24 1.38  -0.059
H 3.48 0.93 2.14  0.121
H 6.22 1.23 2.18  0.092
H 4.86 2.18 -1.60  0.128
H 2.41 1.55 -1.45  0.145
C 1.66 0.32 0.18  -0.373
O 0.80 0.43 1.03  0.069
N 2.06 -0.86 -0.35  0.053
C 1.57 -2.12 0.04  -0.133
C 0.70 -2.43 1.07  -0.009
C 0.37 -3.76 1.26  -0.078
C 0.88 -4.76 0.44  -0.086
C 1.76 -4.43 -0.58  -0.031
C 2.11 -3.11 -0.77  -0.163
C 3.03 -2.51 -1.79  -0.079
H 2.68 -2.70 -2.80  0.121
H 4.04 -2.93 -1.70  0.122
C 3.01 -1.01 -1.45  -0.091
H 4.00 -0.66 -1.14  0.122
H 2.68 -0.42 -2.30  0.130
H 2.18 -5.20 -1.21  0.113
H 0.60 -5.79 0.61  0.100
H -0.31 -4.03 2.06  0.102
H 0.30 -1.66 1.71  0.089
H -0.65 3.43 0.99  0.139
H -1.96 3.19 -1.63  0.123
H -2.50 4.31 -0.36  0.124
H -3.94 2.32 -0.50  0.131
H -2.09 0.77 -1.29  0.123
C -4.28 -0.53 -0.96  -0.247
C -3.69 -1.36 -2.11  -0.081
H -3.36 -2.33 -1.75  0.064
H -2.85 -0.85 -2.57  0.063
H -4.45 -1.52 -2.87  0.069
H -5.12 -1.08 -0.52  0.114
H -4.67 0.40 -1.36  0.107
H -3.54 -2.15 0.75  0.117
H -1.88 -1.72 0.28  0.108

Output
HOMO-LUMO gap (Eh): 0.320
Energy above the lowest of the compared OMol25 structures with the same formula, charge and spin (kJ/mol): 71.30
HOMO (eV): -8.05
Maximum force (hartree/bohr): 0.0140



(7)
Density functional theory data (ωB97M-V/def2-TZVPD) for an isolated molecule of C23H33NO2.

Last column: Löwdin charge in e.
Cartesian coordinates (Å):
C -2.33 -2.55 0.78  -0.083
H -2.58 -1.68 1.39  0.088
O -1.55 -2.18 -0.34  -0.087
C -0.32 -1.64 -0.12  -0.280
C 0.42 -1.32 -1.26  0.000
C 1.67 -0.77 -1.15  -0.035
C 2.25 -0.52 0.09  -0.244
C 1.51 -0.86 1.22  -0.043
C 0.24 -1.41 1.13  -0.005
H -0.30 -1.64 2.03  0.108
H 1.93 -0.70 2.20  0.122
C 3.62 0.09 0.22  -0.263
C 3.64 1.49 -0.41  -0.141
C 2.93 2.56 0.44  -0.215
N 1.52 2.37 0.70  -0.062
H 1.37 1.45 1.11  0.077
C 0.66 2.52 -0.46  -0.184
C -0.70 1.94 -0.20  -0.219
C -1.42 1.34 -1.21  -0.043
C -2.67 0.78 -0.98  -0.020
C -3.22 0.81 0.29  -0.279
C -2.50 1.42 1.32  0.000
C -1.27 1.99 1.07  -0.031
H -0.72 2.46 1.87  0.113
H -2.94 1.45 2.30  0.118
O -4.42 0.27 0.66  -0.044
C -5.26 -0.33 -0.31  -0.440
C -6.00 0.73 -1.12  -0.034
H -5.30 1.39 -1.63  0.072
H -6.63 0.25 -1.87  0.083
H -6.62 1.33 -0.47  0.087
C -6.25 -1.20 0.47  -0.037
H -6.92 -1.71 -0.22  0.082
H -5.71 -1.95 1.06  0.072
H -6.83 -0.59 1.15  0.085
H -4.66 -0.97 -0.97  0.135
H -3.18 0.31 -1.81  0.110
H -1.01 1.29 -2.21  0.117
H 1.07 2.04 -1.36  0.106
H 0.57 3.60 -0.67  0.128
H 3.05 3.53 -0.04  0.116
H 3.43 2.61 1.42  0.116
H 4.68 1.82 -0.53  0.101
H 3.19 1.45 -1.40  0.103
H 3.85 0.20 1.29  0.145
C 4.69 -0.84 -0.39  -0.389
C 6.10 -0.40 0.00  -0.073
H 6.84 -1.09 -0.42  0.077
H 6.34 0.60 -0.37  0.064
H 6.22 -0.40 1.08  0.084
C 4.48 -2.28 0.07  -0.065
H 5.27 -2.92 -0.34  0.077
H 4.52 -2.34 1.15  0.087
H 3.52 -2.67 -0.26  0.073
H 4.60 -0.80 -1.48  0.138
H 2.22 -0.54 -2.05  0.121
H -0.02 -1.51 -2.23  0.122
H -1.82 -3.30 1.39  0.097
H -3.24 -2.98 0.37  0.092

Output
HOMO-LUMO gap (Eh): 0.326
Energy above the lowest of the compared OMol25 structures with the same formula, charge and spin (kJ/mol): 233.72
HOMO (eV): -8.02
Maximum force (hartree/bohr): 0.0102